A cluster of 2 separate species, CH5BS2 in total. Source: the Open Molecules 2025 dataset; level of theory: ωB97M-V/def2-TZVPD.

As for the multiplicity: 1. The energy relative to the best compared isomer or geometry (same formula, charge and spin) is 103.8 kcal/mol. The value obtained for the electronic energy is -23462.09003 eV. As for the total charge: 0. The frontier orbital gap (alpha / beta) is 8.340 / 8.062 eV. The highest occupied orbital energy (alpha / beta) is -8.60 / -8.00 eV.

Last column: natural (NBO) charge in e.
Positions of all 9 atoms, in Å:
B -0.70448 0.14903 0.16501  0.1483
C 1.89336 -0.41622 -0.88888  -0.6147
S -0.84140 1.59229 1.18511  -0.1724
S -2.05022 -0.97037 -0.08147  -0.1583
H 1.80853 -1.32170 -1.46792  0.1841
H 2.48776 -0.50693 0.08183  0.1881
H 2.04833 0.52651 -1.35834  0.1792
H -1.87086 0.98390 1.79530  0.1224
H -2.77102 -0.03653 0.56935  0.1233

=====

A structure of composition C16H56F2HgNO16S2. Source: the Open Molecules 2025 dataset; level of theory: ωB97M-V/def2-TZVPD.

As for the multiplicity: 1. The value obtained for the electronic energy is -83007.37280 eV. As for the total charge: +1. The frontier orbital gap is 1.148 eV. The highest occupied orbital energy is -11.57 eV.

Last column: Löwdin charge in e.
Positions of all 94 atoms, in Å:
Hg -1.08863 6.01896 0.80369  0.6167
N -0.01001 1.52791 0.51059  -0.1322
S 0.56881 0.68649 -0.54228  0.4554
O -0.36284 0.38518 -1.65048  -0.1621
O 1.51918 -0.37732 -0.19094  -0.1725
F 1.43946 1.81747 -1.29572  -0.1687
S -0.74916 0.19622 1.30803  0.6147
O 0.01831 -0.47720 2.32369  -0.2061
O -1.81967 -0.52305 0.64505  -0.1991
F -1.55969 1.11478 2.37996  -0.1984
C 7.44585 -2.26813 -4.92667  -0.1263
O 8.68444 -2.19045 -4.16494  -0.1141
H 7.07047 -3.28700 -5.02201  0.0745
H 6.77227 -1.65896 -4.32393  0.0782
H 7.62880 -1.93335 -5.94772  0.0801
H 8.35940 -2.34486 -3.27494  0.0642
C 8.69078 -2.92826 2.32142  -0.1919
O 8.01981 -2.91976 1.12486  -0.1134
H 8.56666 -2.04755 2.95153  0.0769
H 8.39263 -3.86825 2.78578  0.0839
H 9.74850 -2.93168 2.05814  0.0845
H 7.09275 -3.15173 1.21628  0.0783
C -7.39066 1.46795 -3.45930  -0.1711
O -7.47693 2.86929 -3.41109  -0.1134
H -7.25483 1.11761 -2.43611  0.0799
H -8.29343 0.98893 -3.83832  0.0786
H -6.57651 1.20608 -4.13509  0.0751
H -8.24027 3.13172 -3.93074  0.0758
C -2.89511 -2.25247 -7.97578  -0.1692
O -1.68610 -2.11418 -7.29072  -0.0910
H -3.20781 -1.24714 -8.25799  0.0782
H -2.93139 -2.81266 -8.91010  0.0861
H -3.61326 -2.64421 -7.25544  0.0824
H -1.85943 -1.43723 -6.63245  0.0815
O -1.89450 5.65785 -3.55581  -0.0714
H -2.67010 5.23037 -3.91904  0.0319
H -1.29745 5.74350 -4.29907  0.0262
O 1.08679 5.51511 4.64403  -0.0719
H 1.51978 6.00138 5.34566  0.0338
H 1.65399 4.75956 4.49023  0.0280
C -8.51006 -0.95782 4.64705  -0.0934
C -9.94349 -0.45964 4.33533  -0.2896
O -10.01788 0.04986 2.99150  -0.0834
H -7.80509 -0.12883 4.70942  0.0647
H -8.14670 -1.62072 3.86178  0.0700
H -8.47049 -1.47576 5.60531  0.0688
H -10.29959 0.23427 5.09676  0.1083
H -10.50567 -1.39343 4.32538  0.1026
H -10.63910 -0.46122 2.46759  0.0775
C -1.60620 6.90960 -8.57369  -0.0669
C -0.38848 6.02728 -8.80954  -0.3142
O 0.22417 5.45807 -7.65828  -0.0751
H -2.46830 6.43625 -8.10378  0.0738
H -1.88365 7.34673 -9.53288  0.0803
H -1.30894 7.65854 -7.83964  0.0742
H 0.44633 6.44211 -9.37444  0.1154
H -0.63717 5.11669 -9.35459  0.1111
H 1.08607 5.16886 -7.96662  0.0827
C 9.41101 5.50859 0.87631  -0.0936
C 8.64592 4.23769 0.63829  -0.3053
O 9.57428 3.13908 0.45371  -0.0606
H 9.80556 5.94135 -0.04301  0.0763
H 10.14985 5.44419 1.67511  0.0837
H 8.72922 6.31270 1.15316  0.0717
H 7.98506 4.26732 -0.22802  0.1107
H 7.98729 4.09156 1.49441  0.1055
H 9.05680 2.38910 0.15150  0.0775
C 3.42761 -7.24283 0.84321  -0.0667
C 3.07063 -7.23877 2.34685  -0.2959
O 1.92071 -6.43881 2.43672  -0.0650
H 3.40066 -6.22743 0.44781  0.0689
H 2.66880 -7.72550 0.22731  0.0760
H 4.44344 -7.62932 0.76061  0.0736
H 3.80189 -6.83971 3.04977  0.1121
H 2.78528 -8.20856 2.75450  0.1141
H 2.01695 -5.68487 3.02316  0.0912
C -1.97052 2.49962 10.33866  -0.0974
C -3.16838 3.11384 11.01397  -0.3111
O -3.06793 4.54139 11.03213  -0.0673
H -1.86466 1.43009 10.52033  0.0750
H -1.01619 2.97822 10.55840  0.0770
H -1.96714 2.57246 9.25110  0.0685
H -3.09913 2.83786 12.06618  0.1115
H -4.11166 2.78985 10.57426  0.1149
H -3.91348 4.79515 11.40929  0.0798
C -2.64964 -6.88343 -1.16214  -0.1021
C -3.26459 -7.60404 -0.01304  -0.3328
O -2.30236 -8.43541 0.62522  -0.0349
H -1.91064 -6.15948 -0.81878  0.0764
H -3.43588 -6.42204 -1.75966  0.0791
H -2.17579 -7.57894 -1.85485  0.0813
H -4.07723 -8.21216 -0.41040  0.1142
H -3.81702 -6.89454 0.60301  0.1136
H -1.59549 -7.83620 0.87595  0.0814

=====

A structure of composition C4H6MgO5Rh. Source: the Open Molecules 2025 dataset; level of theory: ωB97M-V/def2-TZVPD.

As for the multiplicity: 6. The expectation value of S² is 8.761. The value obtained for the electronic energy is -22929.71792 eV. As for the total charge: 0. The frontier orbital gap (alpha / beta) is 7.255 / 7.243 eV. The highest occupied orbital energy (alpha / beta) is -7.29 / -8.47 eV.

Last column: Löwdin spin population.
Positions of all 17 atoms, in Å:
O 2.37586 0.21787 -1.24815  0.2555
C 2.86700 1.24193 -0.45068  0.0316
C 1.77350 1.88485 0.39973  0.0406
O 1.05832 0.79079 0.98414  0.1917
C -0.03356 0.98747 1.81010  0.6923
Rh 0.95337 -0.68837 -0.41053  2.3457
H 3.33072 2.05411 -1.04329  0.0043
H 3.64738 0.85944 0.24004  0.0025
H 1.06919 2.46468 -0.21731  0.0029
H 2.17420 2.51405 1.20756  0.0029
H -0.98353 1.24836 1.33771  0.0356
H 0.23522 1.51218 2.73094  0.0427
O -0.48713 -1.14824 1.32107  0.1509
C -1.37090 -1.32515 0.33952  0.0742
O -0.88636 -1.05702 -0.87925  0.2696
O -2.61735 -1.09936 0.48848  0.1411
Mg -2.81622 -0.18770 -1.46125  0.7162

=====

A structure of composition C60H50Cl2FN11O4PW. Source: the Open Molecules 2025 dataset; level of theory: ωB97M-V/def2-TZVPD.

As for the multiplicity: 1. The value obtained for the electronic energy is -126471.32437 eV. As for the total charge: +3. The frontier orbital gap is 5.271 eV. The highest occupied orbital energy is -14.97 eV.

Last column: Löwdin charge in e.
Positions of all 130 atoms, in Å:
W -0.27939 -0.82555 0.02782  1.8887
C 3.73706 2.56031 1.66373  0.0229
N 3.07809 1.24253 1.55399  -0.0101
C 1.83454 1.01093 1.11618  -0.4408
N 1.59799 -0.30237 1.11220  -0.0394
C 2.73492 -0.93169 1.60198  -0.1402
C 3.66759 0.03760 1.87215  -0.0961
C 5.03918 -0.07141 2.39817  -0.2070
C 5.99164 -0.79958 1.69057  -0.0174
C 7.27190 -0.93841 2.20460  -0.0402
C 7.60085 -0.36328 3.42667  -0.0448
C 6.65262 0.37100 4.13021  -0.0509
C 5.37473 0.52371 3.61328  -0.0447
C 2.87358 -2.38440 1.89633  -0.1820
C 3.48976 -2.76588 3.09431  -0.0192
C 3.69531 -4.10473 3.39434  -0.0343
C 3.28714 -5.09427 2.50977  -0.0426
C 2.66333 -4.73274 1.32336  -0.0636
C 2.45827 -3.39133 1.02029  -0.0955
P 0.65197 2.37558 0.91377  1.2363
C -0.06821 2.04952 -0.71758  -0.4458
N -0.63121 0.90891 -1.13925  -0.0434
C -1.07820 1.10334 -2.45799  -0.1022
C -0.76500 2.39726 -2.78679  -0.0837
N -0.14150 2.95440 -1.68224  -0.0044
C 0.43948 4.31460 -1.63014  0.0319
C -0.93767 3.12839 -4.05687  -0.2049
C -0.40426 2.59619 -5.22999  -0.0206
C -0.53876 3.28294 -6.42625  -0.0401
C -1.21742 4.49526 -6.46012  -0.0418
C -1.76018 5.02331 -5.29573  -0.0462
C -1.61499 4.34531 -4.09349  -0.0400
C -1.72818 0.14491 -3.37982  -0.1925
C -2.77720 0.61317 -4.17533  -0.0493
C -3.34440 -0.19250 -5.14705  -0.0426
C -2.87768 -1.48771 -5.34024  -0.0461
C -1.85054 -1.97221 -4.54270  -0.0568
C -1.27416 -1.15854 -3.57600  -0.0536
C -0.73069 1.60494 1.80006  -0.4304
N -1.27275 0.43431 1.48068  -0.0481
C -2.41294 0.26085 2.25834  -0.1476
C -2.55078 1.37113 3.03913  -0.0794
N -1.47342 2.19870 2.73325  -0.0069
C -1.17222 3.50091 3.36467  0.0237
C -3.58981 1.69184 4.03398  -0.1775
C -3.88370 0.78049 5.04619  -0.0162
C -4.84764 1.08202 5.99639  -0.0449
C -5.52837 2.29123 5.93795  -0.0440
C -5.25060 3.19806 4.92194  -0.0475
C -4.28278 2.90118 3.97376  -0.0367
C -3.41737 -0.83305 2.14889  -0.1918
C -4.59128 -0.56998 1.44701  -0.0885
C -5.63020 -1.49428 1.43087  -0.0733
C -5.51421 -2.68907 2.12946  -0.0419
C -4.36005 -2.95335 2.85753  -0.0439
C -3.32687 -2.02652 2.87489  -0.0711
H 3.50237 3.16584 0.79420  0.0851
H 4.80827 2.40138 1.70592  0.1048
H 3.42347 3.07912 2.56648  0.1029
H 5.72821 -1.23688 0.73293  0.1106
H 8.01755 -1.49323 1.64676  0.1189
H 8.59823 -0.48400 3.83127  0.1193
H 6.90801 0.82291 5.08111  0.1175
H 4.63089 1.08297 4.17538  0.1212
H 3.81133 -2.00912 3.80251  0.1244
H 4.18452 -4.37434 4.32422  0.1236
H 3.46426 -6.13854 2.73741  0.1220
H 2.35552 -5.49684 0.61542  0.1129
H 2.03918 -3.13166 0.06425  0.0528
H 0.66228 4.63314 -2.64214  0.1071
H 1.35789 4.29981 -1.05246  0.0773
H -0.26051 5.01838 -1.18549  0.1088
H 0.12657 1.64877 -5.19952  0.1217
H -0.10788 2.87447 -7.33286  0.1195
H -1.32177 5.03114 -7.39578  0.1209
H -2.29768 5.96293 -5.32292  0.1187
H -2.05723 4.75407 -3.18847  0.1214
H -3.15860 1.61850 -4.02372  0.1291
H -4.15259 0.19249 -5.75848  0.1228
H -3.29966 -2.10946 -6.12112  0.1198
H -1.48006 -2.98190 -4.68859  0.1162
H -0.44380 -1.54013 -3.01180  0.0797
H -1.63689 3.52780 4.34305  0.1051
H -1.56481 4.32065 2.76767  0.1056
H -0.09824 3.61599 3.47446  0.0845
H -3.34789 -0.16143 5.09645  0.1138
H -5.06419 0.37453 6.78847  0.1186
H -6.27764 2.52844 6.68430  0.1210
H -5.78946 4.13626 4.86704  0.1189
H -4.09490 3.59993 3.16275  0.1187
H -4.69679 0.37647 0.92679  0.1038
H -6.54184 -1.26789 0.88657  0.1202
H -6.33548 -3.39712 2.14014  0.1223
H -4.28313 -3.86237 3.44558  0.1206
H -2.48586 -2.20354 3.53457  0.0955
F 3.47741 1.72685 -6.13017  0.1248
C 3.82879 1.28990 -4.93094  -0.1916
C 3.48221 0.08252 -4.50833  0.0582
N 3.82768 -0.38261 -3.23512  0.0020
C 3.05651 -1.44251 -2.63262  -0.0171
C 1.95592 -0.84324 -1.78653  -0.5121
O 1.05568 -1.68317 -1.22155  -0.2689
O 1.85566 0.33899 -1.62110  0.0873
C 4.56179 0.39671 -2.35434  -0.4627
O 4.78765 0.04424 -1.20685  0.0800
N 4.98946 1.59122 -2.87552  0.2325
C 4.59179 2.20544 -4.08008  -0.3711
O 4.86103 3.34983 -4.32279  0.1510
H 2.92761 -0.59451 -5.14521  0.1532
H 3.69638 -2.05253 -1.99961  0.1490
H 2.62070 -2.08263 -3.39724  0.1504
H 5.58491 2.14752 -2.28016  0.1729
N -0.00950 -1.46030 3.16841  0.0444
N -0.31385 -2.12420 1.94337  -0.1082
H -0.42005 -1.99422 3.92378  0.0994
H 0.99521 -1.51044 3.28180  0.0701
H 0.24221 -2.96628 1.86340  0.0584
H -1.28059 -2.40613 2.00718  0.0500
Cl -0.47800 -4.13774 -0.36808  0.8356
C -2.12190 -3.92889 -0.87353  -0.5425
C -2.87448 -4.99045 -1.30312  -0.0614
C -4.18433 -4.74754 -1.71366  -0.0101
C -4.70957 -3.46453 -1.73184  -0.0631
C -3.93023 -2.39310 -1.34705  -0.5712
Cl -4.53460 -0.79996 -1.50956  0.8537
C -2.62493 -2.60544 -0.88068  -0.3574
N -1.77246 -1.59732 -0.48518  -0.0825
H -2.45573 -5.98979 -1.32152  0.1278
H -4.79826 -5.57742 -2.04296  0.1328
H -5.72711 -3.28777 -2.05602  0.1277

=====

Which formula does entry 1 have?
CH5BS2